This record from the Open Molecules 2025 dataset describes a 2-piece molecular cluster, C4H12NO2 overall at a distorted geometry. The level of theory is ωB97M-V/def2-TZVPD.

Geometry as XYZ:
```
19
Properties=species:S:1:pos:R:3:lowdin_charge:R:1
C 0.38 0.60 1.11 -0.09
C -0.38 0.14 -0.13 -0.39
C -0.19 1.07 -1.35 -0.20
C 1.30 1.07 -1.79 -0.46
O 2.07 0.30 -1.29 -0.14
N -1.81 -0.33 0.14 0.17
H 0.45 1.75 1.14 0.11
H 1.39 0.22 1.00 0.06
H 0.08 0.15 2.04 0.06
H 0.19 -0.76 -0.35 0.11
H -0.47 2.08 -1.03 0.09
H -0.87 0.71 -2.15 0.07
H 1.54 1.83 -2.55 0.07
H -2.31 0.32 0.81 0.17
H -1.73 -1.25 0.58 0.13
H -2.46 -0.37 -0.76 0.19
H 1.61 -2.33 1.94 0.06
H 0.44 -3.01 1.12 0.05
O 0.77 -2.19 1.50 -0.05
```

Results
* DFT total energy: -364.65494 Ha
* energy relative to the best compared isomer or geometry (same formula, charge and spin): 2.854 eV
* orbital gap (alpha / beta): 2.216 / 6.539 eV
* E_LUMO (alpha / beta): -0.0092 / -0.0156 Ha
* HOMO energy (alpha / beta): -2.47 / -6.96 eV
* multiplicity: 2
* expectation value of S²: 0.7530